[1]
This record from the Open Molecules 2025 dataset describes a structure of composition C5H8O2. The level of theory is the ωB97M-V functional and the def2-TZVPD basis.

Last column: Mulliken charge in e.
Atoms and positions in Å:
1 O 2.535 0.636 0.817  -0.52
2 C 1.711 0.111 -0.205  -0.50
3 C 0.440 -0.405 0.433  0.21
4 O -0.291 0.694 1.040  -0.45
5 C -1.506 0.177 0.507  -0.09
6 C -1.548 0.233 -0.978  -0.69
7 C -0.805 -0.890 -0.297  -0.32
8 H 1.976 1.234 1.333  0.34
9 H 1.481 0.872 -0.965  0.25
10 H 2.270 -0.699 -0.684  0.28
11 H 0.714 -1.121 1.218  0.31
12 H -2.372 0.167 1.162  0.38
13 H -1.054 1.022 -1.539  0.19
14 H -2.500 -0.097 -1.389  0.25
15 H -1.051 -1.934 -0.453  0.34

Its HOMO energy is -9.62 eV. The value obtained for the lowest unoccupied orbital energy is 1.05 eV. As for the spin multiplicity: 1. Its frontier orbital gap is 10.67 eV. The calculated total energy is -9407.2046 eV.

[2]
This record from the Open Molecules 2025 dataset describes the molecule C2H4N2O2. The level of theory is the ωB97M-V functional and the def2-TZVPD basis.

Last column: Mulliken charge in e.
Atoms and positions in Å:
1 N -2.251 0.372 0.296  -0.12
2 C -1.281 -0.522 0.152  -0.37
3 O -0.100 0.159 0.294  -0.23
4 C 1.048 -0.613 0.109  0.65
5 O 1.143 -1.779 0.370  -0.48
6 N 2.062 0.184 -0.350  -0.42
7 H -3.200 0.054 0.169  0.28
8 H -2.121 1.364 0.484  0.21
9 H 2.854 -0.293 -0.756  0.24
10 H 1.845 1.074 -0.769  0.23

Its HOMO energy is -9.07 eV. The value obtained for the lowest unoccupied orbital energy is 0.83 eV. As for the spin multiplicity: 1. Its frontier orbital gap is 9.90 eV. The calculated total energy is -9213.2341 eV.

[3]
This record from the Open Molecules 2025 dataset describes a structure of composition C27H28ClCrN7O5S in a non-equilibrium geometry. The level of theory is the ωB97M-V functional and the def2-TZVPD basis.

Last column: Mulliken spin population.
Atoms and positions in Å:
1 Cr 0.451 -0.348 0.445  3.75
2 C -1.216 -0.556 2.563  -0.01
3 C -2.051 -0.616 1.249  0.00
4 N -1.485 0.380 0.316  0.05
5 C -1.673 0.459 -1.160  -0.03
6 C -0.430 1.150 -1.739  0.09
7 C -0.375 2.212 -2.621  -0.02
8 C 0.873 2.790 -2.883  0.02
9 C 2.024 2.330 -2.251  -0.02
10 C 1.901 1.271 -1.361  0.04
11 C 2.998 0.770 -0.407  -0.02
12 N 2.490 -0.167 0.632  0.02
13 C 2.609 0.101 2.093  0.00
14 C 1.290 -0.038 2.952  0.08
15 N 0.226 -0.905 2.377  -0.06
16 N 0.710 0.701 -1.194  -0.10
17 H -1.687 -1.202 3.307  0.00
18 H -1.248 0.467 2.941  0.00
19 H -3.096 -0.429 1.518  0.01
20 H -1.976 -1.601 0.787  0.01
21 H -1.468 1.310 0.729  0.01
22 H -2.577 1.002 -1.441  0.00
23 H -1.735 -0.560 -1.548  0.00
24 H -1.274 2.622 -3.060  0.00
25 H 0.937 3.653 -3.537  0.00
26 H 2.969 2.834 -2.401  0.00
27 H 3.445 1.644 0.073  0.00
28 H 3.794 0.285 -0.975  0.00
29 H 2.757 -1.134 0.455  -0.02
30 H 2.947 1.129 2.231  -0.01
31 H 3.377 -0.556 2.500  -0.01
32 H 0.843 0.952 3.048  0.01
33 H 1.593 -0.376 3.946  0.02
34 H 0.424 -1.896 2.471  0.01
35 O -0.510 6.972 -4.694  0.00
36 S 0.716 7.092 -3.928  0.00
37 O 1.407 5.831 -3.706  0.00
38 O 1.565 8.211 -4.257  0.00
39 C 0.065 7.502 -2.270  0.00
40 N -0.533 8.671 -2.054  0.00
41 C -1.070 8.857 -0.860  0.00
42 C -1.062 7.891 0.153  0.00
43 C -0.398 6.725 -0.181  0.00
44 N 0.165 6.548 -1.369  0.00
45 C -0.296 5.482 0.636  0.00
46 C -1.197 5.079 1.620  0.00
47 C -1.153 3.752 2.046  0.01
48 N -0.265 2.884 1.563  -0.02
49 C 0.703 3.337 0.779  0.09
50 C 0.721 4.605 0.265  0.03
51 H -1.554 9.815 -0.693  0.00
52 H -1.526 8.061 1.113  0.00
53 H -1.992 5.728 1.962  0.00
54 H -1.913 3.364 2.716  0.00
55 H 1.453 2.620 0.480  -0.03
56 H 1.447 4.906 -0.476  0.00
57 Cl 0.632 -8.529 -2.722  0.00
58 C 0.704 -6.973 -1.955  0.00
59 C -0.282 -6.038 -2.227  0.00
60 C -0.218 -4.799 -1.612  0.01
61 C 0.819 -4.496 -0.737  0.00
62 C 1.799 -5.448 -0.481  0.00
63 C 1.748 -6.693 -1.087  0.00
64 C 0.893 -3.151 -0.074  -0.01
65 O 1.855 -2.902 0.684  0.00
66 O -0.042 -2.323 -0.331  0.07
67 H -1.083 -6.283 -2.910  0.00
68 H -0.974 -4.051 -1.809  0.00
69 H 2.601 -5.200 0.200  0.00
70 H 2.504 -7.441 -0.895  0.00

Its HOMO energy (spin up / spin down) is -7.78 / -7.78 eV. The value obtained for the lowest unoccupied orbital energy (spin up / spin down) is -0.37 / -0.45 eV. As for the spin multiplicity: 5. Its frontier orbital gap (spin up / spin down) is 7.41 / 7.33 eV. The calculated total energy is -100901.8869 eV.

[4]
This record from the Open Molecules 2025 dataset describes the ion C3H4NS with charge +1 in a non-equilibrium geometry. The level of theory is the ωB97M-V functional and the def2-TZVPD basis.

Last column: Mulliken charge in e.
Atoms and positions in Å:
1 C -2.267 0.061 0.118  0.07
2 C -0.036 1.136 -0.217  -0.10
3 C 1.686 -1.005 -0.030  -0.35
4 N -1.165 0.486 0.079  -0.13
5 S 1.499 0.664 0.173  0.17
6 H -3.192 -0.248 0.694  0.37
7 H 0.032 2.143 -0.542  0.40
8 H 0.892 -1.568 -0.420  0.26
9 H 2.551 -1.668 0.144  0.30

Its HOMO energy (spin up / spin down) is -13.29 / -13.29 eV. The value obtained for the lowest unoccupied orbital energy (spin up / spin down) is -6.05 / -6.07 eV. As for the spin multiplicity: 1. Its frontier orbital gap (spin up / spin down) is 7.24 / 7.22 eV. The calculated total energy is -15489.6252 eV. As for the net charge: +1.

[5]
This record from the Open Molecules 2025 dataset describes a cluster of 10 separate species, C11H12Cl27FN2O2S in total in a non-equilibrium geometry. The level of theory is the ωB97M-V functional and the def2-TZVPD basis.

Last column: Mulliken charge in e.
Atoms and positions in Å:
1 C 5.231 0.824 2.018  -0.29
2 C 3.887 0.711 2.486  -0.13
3 N 2.360 0.613 2.689  0.14
4 N 1.990 -0.508 1.964  -0.29
5 S 1.717 2.099 2.036  0.97
6 O 2.664 2.609 0.914  -0.38
7 O 0.219 2.054 1.647  -0.44
8 F 1.829 3.272 3.330  -0.33
9 H 6.232 1.065 1.423  0.37
10 H 2.799 -0.867 1.397  0.26
11 H 1.237 -0.318 1.267  0.12
12 C -2.633 0.490 3.316  0.20
13 Cl -1.353 -0.431 4.124  -0.11
14 Cl -3.822 -0.603 2.589  -0.03
15 Cl -3.419 1.595 4.457  -0.14
16 H -2.179 1.084 2.519  0.11
17 C -4.065 -1.192 -1.078  0.33
18 Cl -2.436 -0.503 -1.180  -0.03
19 Cl -5.133 -0.444 -2.278  -0.13
20 Cl -4.013 -2.949 -1.301  -0.14
21 H -4.466 -0.983 -0.083  -0.06
22 C 1.916 -0.547 -2.222  0.39
23 Cl 3.196 -1.468 -1.414  -0.14
24 Cl 0.726 -1.641 -2.949  -0.11
25 Cl 1.130 0.558 -1.081  -0.04
26 H 2.370 0.047 -3.019  -0.08
27 C 3.560 3.014 -3.878  0.22
28 Cl 3.436 3.105 -2.112  -0.04
29 Cl 4.438 4.416 -4.513  -0.11
30 Cl 4.354 1.508 -4.369  -0.14
31 H 2.550 3.022 -4.294  0.07
32 C 1.973 7.378 -4.269  0.25
33 Cl 1.990 7.829 -2.555  -0.11
34 Cl 0.815 6.069 -4.556  -0.10
35 Cl 1.589 8.783 -5.278  -0.13
36 H 2.970 7.021 -4.540  0.11
37 C -6.808 -3.600 3.446  0.43
38 Cl -8.566 -3.381 3.479  -0.14
39 Cl -6.188 -3.410 1.798  -0.07
40 Cl -6.019 -2.455 4.544  -0.10
41 H -6.581 -4.614 3.785  -0.08
42 C 2.295 -3.994 3.854  -0.12
43 Cl 0.948 -2.848 3.748  -0.01
44 Cl 2.890 -4.406 2.237  -0.12
45 Cl 3.602 -3.328 4.847  -0.12
46 H 1.932 -4.909 4.331  0.36
47 C -4.760 -7.717 4.537  -0.01
48 Cl -4.744 -7.266 6.251  -0.12
49 Cl -5.919 -9.027 4.250  -0.12
50 Cl -5.145 -6.313 3.528  -0.11
51 H -3.764 -8.074 4.266  0.32
52 C 2.575 3.656 -8.094  -0.05
53 Cl 1.906 3.478 -6.462  -0.06
54 Cl 2.388 5.324 -8.663  -0.11
55 Cl 4.280 3.176 -8.123  -0.11
56 H 2.020 2.998 -8.767  0.33

The SMILES is C#CN(N)S(=O)(=O)F.ClC(Cl)Cl.ClC(Cl)Cl.ClC(Cl)Cl.ClC(Cl)Cl.ClC(Cl)Cl.ClC(Cl)Cl.ClC(Cl)Cl.ClC(Cl)Cl.ClC(Cl)Cl. Its HOMO energy is -9.73 eV. The value obtained for the lowest unoccupied orbital energy is -1.06 eV. As for the spin multiplicity: 1. Its frontier orbital gap is 8.67 eV. The calculated total energy is -370325.5294 eV.

[6]
This record from the Open Molecules 2025 dataset describes a structure of composition C28H30BrIN4ORhS2. The level of theory is the ωB97M-V functional and the def2-TZVPD basis.

Last column: Mulliken spin population.
Atoms and positions in Å:
1 Rh 0.551 0.139 -0.100  2.30
2 C -3.010 3.125 -0.210  0.01
3 C -1.641 2.584 0.106  -0.03
4 N -1.419 1.296 0.058  0.23
5 N -2.439 0.496 -0.255  0.07
6 C -2.180 -0.533 -0.986  0.07
7 S -0.696 -0.630 -1.939  0.35
8 S -3.280 -1.857 -1.216  0.04
9 C -4.272 -2.028 0.336  0.00
10 C -4.989 -0.805 0.835  0.00
11 C -6.077 -0.287 0.144  0.00
12 C -6.721 0.854 0.601  0.00
13 C -6.281 1.485 1.757  0.00
14 C -5.197 0.971 2.453  0.00
15 C -4.552 -0.166 1.991  0.00
16 C -0.566 3.493 0.417  0.11
17 C -0.780 4.875 0.258  -0.11
18 C 0.177 5.804 0.577  0.22
19 C 1.433 5.399 1.100  -0.03
20 C 1.708 4.081 1.251  0.10
21 C 0.752 3.072 0.892  0.17
22 O 1.094 1.863 1.028  0.30
23 H -3.729 2.313 -0.248  0.00
24 H -3.005 3.626 -1.180  0.00
25 H -3.321 3.843 0.548  0.00
26 H -3.596 -2.423 1.091  0.00
27 H -4.976 -2.806 0.041  0.00
28 H -6.425 -0.780 -0.757  0.00
29 H -7.567 1.251 0.053  0.00
30 H -6.789 2.370 2.120  0.00
31 H -4.846 1.461 3.353  0.00
32 H -3.707 -0.571 2.537  0.00
33 H -1.721 5.223 -0.144  0.00
34 H -0.033 6.855 0.430  0.00
35 H 2.173 6.143 1.364  0.00
36 H 2.661 3.740 1.635  0.00
37 C 3.006 0.844 -1.592  -0.01
38 C 4.503 0.808 -2.024  0.01
39 N 5.170 -0.303 -1.358  0.00
40 C 5.051 -0.157 0.088  0.01
41 C 3.552 -0.255 0.499  0.00
42 N 2.718 -0.327 -0.728  0.06
43 C 3.051 -1.566 -1.457  0.00
44 C 4.574 -1.566 -1.785  0.01
45 H 2.345 0.801 -2.459  0.00
46 H 2.786 1.750 -1.027  0.01
47 H 5.006 1.736 -1.751  0.00
48 H 4.596 0.676 -3.102  0.00
49 H 5.473 0.806 0.376  0.00
50 H 5.638 -0.939 0.570  0.00
51 H 3.240 0.607 1.086  0.01
52 H 3.365 -1.158 1.083  0.00
53 H 2.442 -1.608 -2.362  0.00
54 H 2.780 -2.418 -0.832  0.00
55 H 4.740 -1.685 -2.855  0.00
56 H 5.083 -2.380 -1.269  0.00
57 Br 2.091 -4.348 3.092  0.00
58 C 1.546 -4.619 1.303  -0.01
59 C 2.005 -5.747 0.637  0.00
60 C 1.653 -5.964 -0.686  0.01
61 C 0.831 -5.062 -1.344  0.00
62 C 0.353 -3.942 -0.681  -0.01
63 C 0.723 -3.719 0.634  0.01
64 I 0.021 -1.986 1.616  0.13
65 H 2.638 -6.449 1.163  0.00
66 H 2.026 -6.839 -1.202  0.00
67 H 0.557 -5.221 -2.380  0.00
68 H -0.297 -3.244 -1.191  0.01

Its HOMO energy (spin up / spin down) is -10.37 / -10.87 eV. The value obtained for the lowest unoccupied orbital energy (spin up / spin down) is -2.94 / -5.63 eV. As for the spin multiplicity: 5. Its frontier orbital gap (spin up / spin down) is 7.42 / 5.24 eV. The calculated total energy is -140344.3855 eV. As for the net charge: +1.